Density functional theory data (ωB97M-V/def2-TZVPD) for a 9-piece molecular cluster, C71H75BrN9O7P overall.

As for the molar mass: 1277.32 u. For the highest occupied orbital energy, the calculation gives -0.337 hartree. The lowest unoccupied orbital energy comes out at -1.514 eV. Its SMILES is C#Cc1cc(CC(=O)Br)c(CC(C)C)c2c1C(=O)c1c([PH2]=O)c(CCOC(C)=O)c(CCCO)c(CNC)c1C2=O.c1ccncc1.c1ccncc1.c1ccncc1.c1ccncc1.c1ccncc1.c1ccncc1.c1ccncc1.c1ccncc1. The value obtained for the HOMO-LUMO gap is 7.66 eV. For the calculated total energy, the calculation gives -181907.1449 eV.

Element x y z (Å)
1 Br -1.91 -1.58 -0.27
2 P 1.81 6.54 -1.79
3 O 4.21 7.13 1.22
4 O 2.95 7.46 -2.21
5 O 0.26 2.51 3.27
6 O -4.37 -2.40 0.65
7 O -0.86 5.84 -0.40
8 O 5.38 8.65 2.44
9 O 6.42 1.39 -1.46
10 N 5.25 -13.07 -5.51
11 N -7.93 -3.24 -3.12
12 N -4.31 5.02 2.54
13 N -8.99 -9.37 -1.67
14 N -0.96 -5.50 -2.18
15 N 1.64 -8.81 -2.31
16 N 0.98 0.93 7.55
17 N 5.12 11.81 -3.95
18 N 2.85 0.84 2.35
19 C 3.17 11.87 -5.35
20 C 6.36 2.83 0.52
21 C 3.43 -9.07 -0.73
22 C 4.37 12.39 -4.90
23 C -5.42 7.09 2.01
24 C -7.10 -3.13 -4.17
25 C -5.42 5.77 2.42
26 C -6.06 -2.71 -1.69
27 C -4.33 0.06 0.84
28 C 5.26 -15.47 -5.36
29 C -2.02 1.37 1.52
30 C 4.83 7.56 2.40
31 C 3.48 -10.27 -2.79
32 C -5.22 -2.61 -2.79
33 C -10.10 -7.30 -2.19
34 C 0.48 2.82 6.14
35 C 0.89 3.69 7.14
36 C -2.26 0.78 4.11
37 C -2.58 3.33 -0.74
38 C 2.28 -9.68 -3.11
39 C -2.43 -6.73 -0.15
40 C 5.54 3.78 1.52
41 C -3.53 2.17 -0.48
42 C 3.89 -15.48 -5.18
43 C -1.98 -0.40 5.18
44 C -3.18 4.76 -3.02
45 C 3.48 10.06 -3.81
46 C 2.72 10.68 -4.79
47 C -2.92 4.29 -1.92
48 C 4.07 -9.96 -1.57
49 C 2.27 5.29 -0.47
50 C -0.71 -6.76 -1.80
51 C -2.71 -5.42 -0.53
52 C 1.37 1.80 8.50
53 C 3.70 5.00 -0.05
54 C -7.39 -3.02 -1.91
55 C -7.83 -8.77 -1.97
56 C 5.90 -14.25 -5.51
57 C -0.37 4.76 -0.05
58 C -3.75 -1.38 0.48
59 C 3.18 2.19 2.92
60 C 3.95 0.33 1.49
61 C 0.55 1.46 6.39
62 C -1.09 2.53 1.24
63 C 0.24 2.82 2.08
64 C -3.05 6.93 1.81
65 C -5.75 -2.83 -4.06
66 C 4.93 5.76 -0.74
67 C -1.38 3.53 0.13
68 C -1.42 -7.42 -0.80
69 C -1.94 -4.86 -1.54
70 C -3.85 1.04 4.19
71 C 5.15 7.12 0.09
72 C 2.90 3.25 1.78
73 C 1.34 3.17 8.34
74 C -7.72 -7.45 -2.38
75 C 2.22 -8.53 -1.14
76 C 4.67 10.67 -3.43
77 C 4.02 4.01 1.07
78 C -3.16 5.62 2.23
79 C -3.26 1.22 0.64
80 C 5.60 2.43 -0.81
81 C 3.93 -13.11 -5.33
82 C 4.81 6.72 3.75
83 C 3.20 -14.28 -5.17
84 C -4.21 7.68 1.69
85 C 1.46 3.53 1.36
86 C -8.89 -6.70 -2.49
87 C -10.10 -8.62 -1.79
88 C -1.77 0.32 2.67
89 C 1.16 4.53 0.26
90 H -5.68 -2.55 -0.69
91 H 0.24 0.74 5.65
92 H 5.89 5.17 -0.66
93 H 2.60 12.38 -6.12
94 H -6.76 -7.01 -2.61
95 H 1.67 3.82 9.14
96 H -4.18 1.97 3.65
97 H -5.13 -2.76 -4.94
98 H 6.70 1.92 1.13
99 H -4.09 1.22 5.30
100 H -6.94 -9.39 -1.88
101 H 4.93 0.87 1.63
102 H 3.89 6.07 3.87
103 H -3.43 4.97 -4.10
104 H -3.49 -4.85 -0.05
105 H 4.76 13.31 -5.30
106 H 5.01 -10.41 -1.29
107 H -1.78 1.72 4.51
108 H 1.79 10.24 -5.12
109 H 3.16 9.13 -3.36
110 H -4.17 -2.37 -2.67
111 H 0.09 -7.26 -2.33
112 H 5.75 6.07 3.87
113 H -4.44 2.08 -1.15
114 H 4.83 7.42 4.65
115 H 1.72 1.34 9.42
116 H 3.96 -10.97 -3.47
117 H -4.16 8.71 1.36
118 H -8.08 -3.12 -1.07
119 H -2.23 -0.70 2.47
120 H 5.30 10.22 -2.67
121 H -6.35 7.65 1.93
122 H 1.35 5.87 -2.99
123 H 7.07 1.85 -2.04
124 H -2.12 -3.84 -1.87
125 H -2.86 -1.13 5.11
126 H 5.83 -16.39 -5.37
127 H -11.03 -6.75 -2.26
128 H 0.71 7.38 -1.41
129 H 7.33 3.34 0.20
130 H -4.72 0.12 1.90
131 H -8.85 -5.67 -2.81
132 H -1.18 -8.44 -0.53
133 H 0.85 4.76 6.98
134 H 4.75 5.93 -1.85
135 H 1.78 -9.89 -4.05
136 H -5.22 0.24 0.16
137 H 6.18 7.17 0.55
138 H -2.08 7.35 1.58
139 H -1.00 -0.92 5.01
140 H 5.57 3.28 -1.57
141 H -0.64 0.14 2.71
142 H 3.70 0.35 0.37
143 H -2.27 5.01 2.33
144 H -11.02 -9.13 -1.53
145 H 3.85 -8.80 0.23
146 H 5.63 3.50 2.61
147 H 6.01 4.82 1.43
148 H 6.97 -14.19 -5.65
149 H -6.35 5.26 2.68
150 H 0.13 3.18 5.19
151 H -2.08 0.06 6.21
152 H 4.16 -0.77 1.72
153 H 4.60 1.95 -0.63
154 H 4.89 8.04 -0.53
155 H -3.01 -7.20 0.63
156 H 3.43 -12.14 -5.34
157 H -7.56 -3.31 -5.13
158 H 2.58 2.40 3.87
159 H 1.68 -7.83 -0.51
160 H -4.42 0.11 3.91
161 H 4.26 2.14 3.24
162 H 3.36 -16.42 -5.05
163 H 2.78 0.15 3.11
164 H 2.13 -14.24 -5.03

Results of the Löwdin charge analysis, in e, for atoms 1 through 2: Br 0.78; P 0.79